Entry 1:
Here is a cluster of 2 separate species, H6O3Si2 in total from the Open Molecules 2025 dataset. Energies are from wB97M-V/def2-TZVPD.

```
11
H6O3Si2 | the Open Molecules 2025 dataset | wB97M-V/def2-TZVPD
O -1.05310 0.94407 1.44069
O 1.83232 0.15123 0.69493
O 3.51850 -1.61742 -0.86548
Si -2.02982 0.24033 0.39805
Si 2.36297 -1.13207 0.11652
H -0.12097 0.84178 1.42392
H -2.98212 -0.80412 0.91036
H 4.44004 -1.54526 -1.11007
H -1.46257 -0.60137 -0.62271
H -2.79143 1.44103 -0.04037
H 1.68706 -2.36666 -0.00100
```

Calculated values
SMILES ... O=[SiH]O.O[SiH3]
2S+1 ... 1
Frontier orbital gap ... 10.096 eV
Charge ... 0
Energy relative to the best compared isomer or geometry (same formula, charge and spin) ... 31.7 kcal/mol
LUMO energy ... -0.215 eV

=====

Entry 2:
Here is a structure of composition C10H22BrCsGaO4P from the Open Molecules 2025 dataset. Energies are from wB97M-V/def2-TZVPD.

```
40
C10H22BrCsGaO4P | the Open Molecules 2025 dataset | wB97M-V/def2-TZVPD
C 3.34305 -3.29471 1.14193
C 2.71118 -3.01120 -0.19184
O 2.35966 -1.65550 -0.24705
C 1.40979 -1.40156 -1.26745
C 1.41740 0.03632 -1.71188
Ga 1.79278 1.43473 -0.27439
C 0.14385 2.65063 -0.23144
C -1.10182 1.80772 -0.02244
C -1.43321 1.62720 1.44090
C -2.81533 1.07628 1.67006
O -3.16727 0.29549 0.51413
C -4.30269 -0.34403 0.53069
C -4.65957 -1.29130 -0.66748
O -5.13268 -0.28332 1.41907
P 3.68490 2.75924 -0.84231
O 4.87968 2.26193 0.19014
Br 3.21990 4.87720 -0.12522
H 3.54608 -4.34593 1.22971
H 2.66348 -2.98353 1.91269
H 4.26215 -2.74608 1.24038
H 3.42674 -3.20293 -0.98486
H 1.83761 -3.63984 -0.30681
H 1.65592 -2.03875 -2.11267
H 0.42130 -1.69268 -0.90787
H 2.08911 0.15333 -2.54674
H 0.43221 0.24261 -2.11196
H 2.00923 0.86130 1.21304
H 0.08633 3.08518 -1.21825
H 0.22827 3.44887 0.48673
H -0.92466 0.82879 -0.44297
H -1.92874 2.25441 -0.56976
H -1.28669 2.52941 2.00520
H -0.73769 0.90342 1.83204
H -3.54982 1.84470 1.83321
H -2.83666 0.47256 2.55943
H -5.29687 -2.05857 -0.23568
H -3.75537 -1.79006 -1.02830
H -5.19693 -0.78277 -1.48289
H 4.45434 1.99795 1.00903
Cs -3.94894 -0.88654 -2.69809
```

Calculated values
2S+1 ... 1
Frontier orbital gap ... 3.741 eV
Charge ... 0
LUMO energy ... -2.018 eV

=====

Entry 3:
Here is the molecule C8H13NO4 from the Open Molecules 2025 dataset. Energies are from wB97M-V/def2-TZVPD.

```
26
C8H13NO4 | the Open Molecules 2025 dataset | wB97M-V/def2-TZVPD
C 0.79768 -1.93805 0.74943
C 0.87817 -1.98528 -0.60441
C 0.91807 -0.58781 1.36212
C 0.97408 -0.73514 -1.33224
C 0.10819 0.23304 -0.47307
C -3.17376 -0.43803 1.01227
C 1.27307 2.27909 -1.12532
C -2.23530 0.49751 0.17754
N 2.05326 0.02491 1.24970
O 2.33761 0.99150 1.96794
O 2.27181 -0.36002 -1.46182
O 0.12319 1.52763 -0.51168
O -1.15364 -0.21332 -0.39533
H 0.75588 -2.84839 1.21192
H 0.89511 -2.95335 -1.02282
H -0.01168 -0.39530 1.98882
H 0.48985 -0.75562 -2.31672
H -2.68267 -1.26986 1.42335
H -3.63142 0.19040 1.87392
H -4.01711 -0.72292 0.32762
H 1.91139 2.56186 -0.33842
H 1.01374 3.18446 -1.79340
H 1.86873 1.70094 -1.78088
H -1.74930 1.21589 0.89916
H -2.82717 1.05844 -0.43125
H 2.81221 -0.26257 -0.65641
```

Calculated values
2S+1 ... 1
Frontier orbital gap ... 8.312 eV
Charge ... 0
Energy relative to the best compared isomer or geometry (same formula, charge and spin) ... 91.1 kcal/mol
LUMO energy ... 0.351 eV

=====

Entry 4:
Here is a structure of composition C39H39LaN8O4 from the Open Molecules 2025 dataset. Energies are from wB97M-V/def2-TZVPD.

```
91
C39H39LaN8O4 | the Open Molecules 2025 dataset | wB97M-V/def2-TZVPD
La -18.61449 -2.41829 14.53161
O -18.36423 -0.48017 12.99709
C -18.54449 -0.58558 11.74030
C -19.39102 0.27975 10.96696
C -19.41886 0.40351 9.57442
C -18.68755 -0.53788 8.77147
C -18.01673 -1.55980 9.42783
C -17.91210 -1.59352 10.84514
C -17.30604 -2.79681 11.38191
N -17.62267 -3.29736 12.53639
C -17.19933 -4.64809 12.78842
C -18.42583 -5.45987 13.19606
N -19.45110 -4.60357 13.86053
C -20.55896 -5.25007 14.19036
C -21.82724 -4.64213 14.39902
C -22.91032 -5.52167 14.54719
C -24.17079 -5.07600 14.90012
C -24.44486 -3.70236 14.94577
C -23.46193 -2.81458 14.52955
C -22.11716 -3.18401 14.36916
O -21.15220 -2.34710 14.16701
H -20.12866 0.89564 11.49003
H -20.06995 1.16195 9.14608
H -18.77927 -0.50670 7.72440
H -17.52473 -2.35499 8.84335
H -16.57994 -3.29874 10.72394
H -16.47625 -4.70505 13.63846
H -16.64697 -5.00786 11.91090
H -18.05428 -6.26978 13.87474
H -18.94008 -5.90375 12.33024
H -20.52949 -6.28028 14.36297
H -22.71649 -6.58837 14.29834
H -24.91368 -5.80244 15.21387
H -25.46572 -3.39847 15.26971
H -23.77014 -1.75508 14.38839
C -9.81251 -1.86235 7.10741
O -10.55129 -2.84078 7.90810
C -10.84680 -2.40572 9.17254
C -10.55928 -3.40156 10.17642
C -10.74579 -3.07589 11.49532
C -11.44895 -1.86491 11.75462
C -11.86833 -0.94599 10.72959
C -11.43203 -1.15624 9.43976
N -12.16323 -1.64222 12.93628
N -12.05925 -2.49679 13.86521
C -13.09194 -2.58926 14.78607
C -13.34893 -3.89145 15.33395
C -14.61173 -4.27181 15.68183
C -15.67411 -3.32452 15.49013
O -16.92331 -3.68869 15.52174
C -15.37544 -2.00293 15.07719
N -16.40733 -1.13160 15.12081
C -16.09952 0.14644 14.89445
C -14.84567 0.69380 14.70029
C -13.76359 -0.20073 14.63743
C -14.04798 -1.54170 14.85587
H -10.55864 -1.01849 6.98822
H -9.59670 -2.36922 6.13164
H -8.91048 -1.48537 7.55283
H -9.94204 -4.26111 9.85600
H -10.49867 -3.80378 12.36338
H -12.56253 -0.20637 10.97364
H -11.65662 -0.44386 8.64843
H -12.54013 -4.61535 15.55718
H -14.94582 -5.27014 15.97343
H -16.94887 0.85057 14.98992
H -14.78073 1.81427 14.63833
H -12.74188 0.05211 14.36908
C -21.04633 2.19724 16.73910
C -21.14216 1.35247 15.45828
N -20.52851 0.01322 15.57702
C -19.82717 -0.38044 16.74072
N -19.49181 -1.68768 16.78691
C -18.93361 -2.19674 18.06783
C -19.16548 -1.22146 19.23865
C -18.73805 0.18158 18.87110
N -19.43665 0.57487 17.68315
C -19.66582 2.04015 17.38079
H -21.77170 1.74528 17.41928
H -21.29010 3.24463 16.51761
H -20.82001 1.83523 14.52390
H -22.26182 1.15137 15.29345
H -21.04287 -0.77579 15.15026
H -17.86535 -2.40263 17.89212
H -19.42271 -3.11725 18.28917
H -18.59319 -1.51764 20.14764
H -20.22391 -1.20676 19.55082
H -17.67092 0.19209 18.62576
H -18.93133 0.93260 19.70227
H -18.90382 2.44434 16.68858
H -19.61400 2.59370 18.34787
```

Calculated values
2S+1 ... 1
Frontier orbital gap (alpha / beta) ... 6.364 / 6.365 eV
Charge ... 0
Energy relative to the best compared isomer or geometry (same formula, charge and spin) ... 12.0 kcal/mol
LUMO energy (alpha / beta) ... -0.364 / -0.364 eV

=====

Entry 5:
Here is a cluster of 2 separate species, C3H10NO2 in total from the Open Molecules 2025 dataset. Energies are from wB97M-V/def2-TZVPD.

```
16
C3H10NO2 | the Open Molecules 2025 dataset | wB97M-V/def2-TZVPD
C 0.00961 0.13588 1.12158
O -0.86203 -0.82987 1.26424
C 1.00310 0.20250 0.02621
C 0.39249 0.55027 -1.25701
N 1.90075 -0.91850 -0.13857
H -0.53879 1.13640 1.06889
H 0.66279 0.31859 1.96583
H 1.62161 1.01930 0.38728
H -0.46164 -0.12327 -1.54624
H 1.17790 0.48724 -2.07899
H -0.08907 1.62662 -1.21654
H 1.38513 -1.69632 -0.54213
H 2.24867 -1.19759 0.76957
H -2.06603 -0.52393 0.37275
H -3.52632 0.19716 0.08788
O -2.85816 -0.38447 -0.28473
```

Calculated values
2S+1 ... 1
Frontier orbital gap ... 7.577 eV
Charge ... -1
Energy relative to the best compared isomer or geometry (same formula, charge and spin) ... 15.1 kcal/mol
LUMO energy ... 4.371 eV

=====

Entry 6:
Here is a cluster of 7 separate species, C44H50N6O5 in total from the Open Molecules 2025 dataset. Energies are from wB97M-V/def2-TZVPD.

```
105
C44H50N6O5 | the Open Molecules 2025 dataset | wB97M-V/def2-TZVPD
C -1.97848 1.35597 3.65505
C -1.22653 0.51179 2.67454
O -1.23359 -0.70231 2.63876
O -0.52670 1.28093 1.80806
C 0.54371 0.63990 1.09645
C 0.04218 -0.03285 -0.16431
C 1.17952 -0.28089 -1.17159
C 1.14757 0.76498 -2.28665
C -0.05672 0.57175 -3.20373
C -0.14059 1.55518 -4.37626
C -1.02015 2.81909 -4.18068
C -1.35589 3.22551 -2.74283
C -2.56356 2.60303 -2.10607
C -3.11505 2.94924 -0.93681
C -4.25901 2.05812 -0.66498
O -4.94933 1.93900 0.31120
O -4.42616 1.24300 -1.78057
C -3.36003 1.44755 -2.62378
O -3.12111 0.72352 -3.55810
H -2.61046 0.70495 4.24792
H -2.59408 2.09261 3.14495
H -1.26858 1.88918 4.28418
H 1.04744 -0.08405 1.73264
H 1.26039 1.41395 0.82387
H -0.46596 -0.95845 0.08863
H -0.65989 0.66811 -0.61669
H 2.15613 -0.20903 -0.68630
H 1.10503 -1.28162 -1.59470
H 2.03945 0.69070 -2.91170
H 1.15232 1.75460 -1.81861
H -0.98139 0.54697 -2.63525
H 0.05577 -0.43103 -3.62159
H 0.87046 1.87745 -4.62665
H -0.50990 1.01074 -5.24351
H -0.48032 3.66173 -4.61393
H -1.92831 2.73011 -4.77178
H -1.54728 4.30023 -2.73790
H -0.50886 3.07184 -2.07776
H -2.78478 3.73031 -0.27113
N -0.12375 -4.43693 -4.25496
C -0.47104 -3.67472 -3.21628
C -1.30874 -2.57436 -3.32665
C -1.80973 -2.23959 -4.57352
C -1.45712 -3.02289 -5.66141
C -0.61676 -4.10587 -5.44755
H -0.06047 -3.96129 -2.25273
H -1.55868 -1.99073 -2.45050
H -2.46004 -1.38220 -4.68990
H -1.82087 -2.79929 -6.65520
H -0.31827 -4.74322 -6.27343
N 0.69316 -5.00160 -0.21692
C 0.04277 -6.14197 0.00181
C 0.09855 -6.83895 1.19889
C 0.87419 -6.32317 2.22409
C 1.55693 -5.13679 2.01012
C 1.43418 -4.51448 0.77667
H -0.55082 -6.51164 -0.82771
H -0.45258 -7.76099 1.32129
H 0.94454 -6.83690 3.17426
H 2.17297 -4.69991 2.78327
H 1.94938 -3.58294 0.56587
N 3.94170 -1.19977 1.35699
C 3.15620 -2.14444 1.86895
C 3.63124 -3.23673 2.57792
C 4.99856 -3.36172 2.75978
C 5.83064 -2.38937 2.22916
C 5.25366 -1.33295 1.54162
H 2.09188 -2.01757 1.69952
H 2.94358 -3.96928 2.97612
H 5.40845 -4.20145 3.30584
H 6.90410 -2.44486 2.34566
H 5.87109 -0.54965 1.11512
N 2.59721 -3.35824 -2.19938
C 3.72896 -2.70133 -1.94520
C 4.97912 -3.14082 -2.35112
C 5.06127 -4.32870 -3.06061
C 3.89344 -5.02002 -3.33782
C 2.69016 -4.49514 -2.88879
H 3.61929 -1.77867 -1.38603
H 5.86353 -2.56380 -2.11718
H 6.01904 -4.70598 -3.39593
H 3.90873 -5.94790 -3.89262
H 1.75393 -5.00462 -3.08892
N 1.83423 6.11403 2.78614
C 1.49946 4.93306 2.26948
C 0.24274 4.35929 2.40113
C -0.72221 5.05491 3.11415
C -0.39083 6.28541 3.65895
C 0.89538 6.76805 3.46580
H 2.28480 4.42126 1.72266
H 0.01509 3.39402 1.96471
H -1.71643 4.64206 3.24383
H -1.11283 6.86267 4.22148
H 1.19204 7.72820 3.87410
N -4.17276 3.97337 4.17601
C -3.84543 5.02740 4.92181
C -4.74939 6.00478 5.30764
C -6.06633 5.88300 4.89388
C -6.42239 4.79268 4.11713
C -5.44219 3.86876 3.78751
H -2.80496 5.08619 5.22535
H -4.42752 6.83800 5.91700
H -6.80279 6.62530 5.17298
H -7.43781 4.65794 3.77168
H -5.68073 3.00130 3.18158
```

Calculated values
SMILES ... CC(=O)OCCCCCCCCC1=CC(=O)OC1=O.c1ccncc1.c1ccncc1.c1ccncc1.c1ccncc1.c1ccncc1.c1ccncc1
2S+1 ... 1
Frontier orbital gap ... 8.161 eV
Charge ... 0
LUMO energy ... -0.909 eV

=====

Entry 7:
Here is a structure of composition C3H4NiO3 from the Open Molecules 2025 dataset. Energies are from wB97M-V/def2-TZVPD.

```
11
C3H4NiO3 | the Open Molecules 2025 dataset | wB97M-V/def2-TZVPD
O -1.73141 -0.60797 1.60359
C -2.14365 -1.71930 1.02588
O -1.47728 -2.00553 -0.07327
Ni -0.45203 -0.43978 0.22043
O -3.04404 -2.43513 1.48580
C 1.26794 0.32380 -0.84736
C 1.42779 1.62610 -0.45535
H 0.83073 1.12128 -1.69083
H 2.17271 -0.29418 -0.79456
H 1.64477 2.50554 -1.06875
H 1.50447 1.92518 0.59441
```

Calculated values
2S+1 ... 3
Frontier orbital gap (alpha / beta) ... 5.865 / 5.840 eV
⟨S²⟩ ... 2.012
Charge ... 0
Energy relative to the best compared isomer or geometry (same formula, charge and spin) ... 84.1 kcal/mol
LUMO energy (alpha / beta) ... -2.889 / -3.033 eV

=====

Entry 8:
Here is a structure of composition C33H33BCl2N8O2S2Zr from the Open Molecules 2025 dataset. Energies are from wB97M-V/def2-TZVPD.

```
82
C33H33BCl2N8O2S2Zr | the Open Molecules 2025 dataset | wB97M-V/def2-TZVPD
Zr 0.06863 0.00870 -0.04548
C 2.29163 2.16249 0.87104
N 2.01244 0.71206 1.14402
C 3.18038 -0.11136 0.73104
C 2.81723 -1.56364 0.67845
C 3.72804 -2.54810 1.01051
C 3.35956 -3.87905 0.88117
C 2.07760 -4.17489 0.45468
C 1.21163 -3.13400 0.17324
N 1.57495 -1.84947 0.25490
C 1.79854 0.50911 2.60333
C 0.53763 1.19234 3.06007
C 0.28492 1.42604 4.40106
C -0.86762 2.11171 4.74346
C -1.70770 2.56387 3.73550
C -1.38024 2.27373 2.42549
N -0.28690 1.58194 2.08650
C 1.60926 2.70305 -0.35916
C 2.17160 3.71552 -1.10771
C 1.45483 4.24078 -2.17634
C 0.19508 3.74495 -2.46051
C -0.29235 2.71554 -1.68080
N 0.40009 2.19626 -0.66162
H 3.37018 2.31285 0.80774
H 1.93422 2.73433 1.72684
H 4.01821 0.05594 1.41314
H 3.47823 0.21072 -0.26892
H 4.71164 -2.27148 1.36601
H 4.05747 -4.66855 1.12631
H 1.72937 -5.19314 0.35631
H 0.19314 -3.33943 -0.12365
H 2.65044 0.93469 3.14469
H 1.76290 -0.56302 2.80323
H 0.98280 1.08698 5.15540
H -1.09776 2.31030 5.78179
H -2.59843 3.13447 3.95655
H -2.00192 2.61699 1.60800
H 3.15510 4.08992 -0.85784
H 1.88412 5.02825 -2.78152
H -0.39588 4.11929 -3.28341
H -1.25489 2.26586 -1.88369
Cl -5.85531 -2.69271 3.57316
C -4.32879 -2.18909 2.94862
C -3.17004 -2.86905 3.34163
C -1.92726 -2.49416 2.87374
Cl -0.52558 -3.34279 3.41755
C -1.79164 -1.42743 1.98073
O -0.60923 -1.05326 1.55366
C -2.96916 -0.76084 1.57597
C -2.96236 0.29986 0.62294
O -1.98175 0.70584 -0.03377
C -4.23410 -1.13496 2.07891
H -3.24660 -3.69790 4.03340
H -3.91096 0.81821 0.44649
H -5.12188 -0.59764 1.76972
C -4.39680 -2.38253 -1.47709
N -3.76267 -1.47294 -2.42676
C -4.42888 -0.87662 -3.47700
C -3.49287 -0.24356 -4.21705
N -2.26049 -0.45789 -3.63521
B -0.92653 0.10231 -4.30980
N 0.16969 -0.99952 -4.25198
C 0.20670 -2.09146 -5.09304
C 1.29297 -2.83075 -4.77879
N 1.91258 -2.18727 -3.72630
C 3.17562 -2.59001 -3.11965
C 1.21868 -1.07617 -3.42936
S 1.70123 0.09232 -2.23935
C -2.44337 -1.19677 -2.54159
S -1.23213 -1.84998 -1.47787
H -5.21021 -1.86644 -0.97031
H -3.65503 -2.71031 -0.75584
H -4.79245 -3.24576 -2.00809
H -5.49186 -0.97676 -3.60804
H -3.58484 0.32698 -5.12366
H -0.55697 1.08628 -3.73729
H -1.21296 0.30852 -5.46052
H -0.53806 -2.23824 -5.85487
H 1.69104 -3.73391 -5.20517
H 3.44765 -3.55926 -3.52781
H 3.05629 -2.67106 -2.04144
H 3.95291 -1.86435 -3.34776
```

Calculated values
2S+1 ... 1
Frontier orbital gap ... 6.912 eV
Charge ... +2
Energy relative to the best compared isomer or geometry (same formula, charge and spin) ... 12.7 kcal/mol
LUMO energy ... -6.132 eV

=====

| no. | maximum force (eV Å⁻¹) | total energy (eV) |
| --- | --- | --- |
| 1 | 2.107 | -21996.17614 |
| 2 | 18.212 | -151164.25189 |
| 3 | 5.679 | -18180.18719 |
| 4 | 3.768 | -62046.56016 |
| 5 | 3.501 | -8858.13748 |
| 6 | 2.741 | -65615.61926 |
| 7 | 5.203 | -50355.10327 |
| 8 | 0.651 | -99440.29943 |